Entry i
{"formula": "C6H14NOP", "method": "wB97M-V/def2-TZVPD", "symbols": ["C", "C", "C", "C", "C", "C", "N", "O", "P", "H", "H", "H", "H", "H", "H", "H", "H", "H", "H", "H", "H", "H", "H"], "coordinates": [[-0.8891, -0.6288, -1.8569], [0.4766, 0.0263, -1.6925], [-1.6309, -0.4818, -0.5557], [0.4398, 0.8511, -0.3688], [-0.6804, 0.2429, 0.3462], [0.3700, 2.3876, -0.4249], [0.6382, -1.8371, 1.1206], [2.2191, -1.9257, 3.2024], [1.0375, -1.2631, 2.6618], [-1.3438, -0.2383, -2.7184], [-0.6398, -1.6325, -2.0501], [1.1010, -0.7640, -1.4038], [0.7534, 0.6025, -2.5800], [-2.5768, 0.1367, -0.5075], [-1.9362, -1.4198, -0.1592], [1.2713, 0.6644, 0.1481], [-1.0739, 0.6391, 1.2981], [-0.2653, 2.8391, -1.3051], [1.2940, 2.8812, -0.7345], [-0.1417, 2.8220, 0.4363], [0.2756, -2.8235, 1.1598], [1.2521, 0.0718, 2.4262], [0.0493, -1.1499, 3.5580]], "gap_ev": [8.3, 7.0], "homo_ha": [-0.3364, -0.3086], "e_lumo_ev": [-0.85, -1.41]}

Entry ii
{"formula": "C6H14NOP", "method": "wB97M-V/def2-TZVPD", "symbols": ["C", "C", "C", "C", "C", "C", "N", "O", "P", "H", "H", "H", "H", "H", "H", "H", "H", "H", "H", "H", "H", "H", "H"], "coordinates": [[0.0399, -1.6409, 0.4345], [-1.2745, -0.8906, -0.3318], [1.4119, 0.1659, 0.2752], [-2.5096, -0.8237, 0.5497], [1.9468, 1.4017, 0.9422], [1.8456, -0.1684, -1.0850], [-0.7474, 0.3674, -0.7689], [0.7804, -0.6428, 1.1049], [-1.0774, 1.8243, -0.0695], [-0.2227, -2.3868, 1.0879], [0.5418, -2.0801, -0.3494], [-1.4603, -1.5543, -1.3343], [-2.2696, -0.2925, 1.4646], [-2.7886, -1.9074, 0.7287], [-3.1747, -0.3248, -0.0689], [1.8432, 1.3283, 2.0393], [1.4341, 2.2782, 0.5158], [2.9691, 1.5717, 0.7235], [1.7366, 0.9161, -1.5527], [1.2425, -0.9894, -1.5835], [2.8376, -0.5905, -1.0920], [-2.5274, 1.9786, -0.4070], [-0.5773, 2.4598, -1.2233]], "gap_ev": [7.2, 7.2], "homo_ha": [-0.2469, -0.2470], "e_lumo_ev": [0.46, 0.46]}

Entry iii
{"formula": "C6H14NOP", "method": "wB97M-V/def2-TZVPD", "symbols": ["O", "P", "C", "C", "C", "N", "H", "H", "H", "H", "H", "H", "H", "H", "C", "C", "C", "H", "H", "H", "H", "H", "H"], "coordinates": [[-1.0215, 1.2420, 0.7013], [0.3810, 1.1858, 0.4039], [0.8647, 1.0065, -1.2728], [2.1821, 1.7211, -1.3516], [2.1711, 2.9699, -0.4744], [1.1553, 2.6560, 0.5357], [1.3038, 0.5461, 1.1137], [0.1622, 1.7103, -1.8402], [0.7905, 0.0733, -1.8674], [2.2684, 2.0298, -2.4625], [3.0722, 1.1994, -1.2694], [3.1945, 3.2660, -0.0333], [2.0527, 3.9097, -0.9755], [0.8529, 3.3855, 1.1561], [-1.3525, -4.0892, 1.1695], [-1.6532, -2.8521, 0.9157], [-2.9823, -2.2978, 0.4753], [-0.4502, -4.5357, 1.6186], [-2.2537, -4.7146, 0.9147], [-0.9908, -2.0382, 1.0662], [-2.6631, -1.5110, -0.2437], [-3.7339, -3.0531, 0.2026], [-3.3500, -1.8096, 1.5177]], "gap_ev": 10.1, "homo_ha": -0.3405, "e_lumo_ev": 0.86, "smiles": "O=[P@H]1CCCN1.C=CC"}

Name the least stable of them. entry ii.

Entry i
{"formula": "C4H4NO2", "method": "wB97M-V/def2-TZVPD", "symbols": ["C", "N", "O", "C", "C", "C", "O", "H", "H", "H", "H"], "coordinates": [[0.1691, 1.6974, -2.5391], [-0.0844, 1.0115, -1.6734], [-0.1822, 0.1274, -0.8075], [0.0239, 0.2556, 0.8284], [0.3761, -1.0099, 1.3112], [-0.6224, -1.8744, 1.3311], [-1.4449, -2.6429, 1.1909], [0.5271, 2.2878, -3.3786], [0.8230, 1.0229, 0.8982], [-0.9631, 0.4978, 1.2880], [1.3778, -1.3731, 1.5509]], "charge": 1, "gap_ev": 10.1, "homo_ha": -0.5218, "e_lumo_ev": -4.12, "smiles": "C#[N+]OCC=C=O"}

Entry ii
{"formula": "C4H4NO2", "method": "wB97M-V/def2-TZVPD", "symbols": ["C", "C", "C", "C", "N", "O", "O", "H", "H", "H", "H"], "coordinates": [[-3.3113, -0.1419, -0.1071], [2.2500, -0.7431, 0.1520], [1.5860, 0.3823, -0.1160], [0.3999, 0.8778, 0.4405], [-2.1572, -0.3168, -0.1214], [-0.2321, 1.8364, 0.6162], [-0.9822, -0.5746, -0.0109], [-4.3109, -0.0553, -0.4654], [3.1797, -0.9523, -0.4623], [1.9319, -1.4277, 0.9419], [1.6462, 1.1152, -0.8675]], "charge": 1, "gap_ev": 9.8, "homo_ha": -0.5615, "e_lumo_ev": -5.49}

Name the least stable of them. entry i.

Entry i
{"formula": "CHBrClNO", "method": "wB97M-V/def2-TZVPD", "symbols": ["O", "C", "Cl", "N", "Br", "H"], "coordinates": [[-0.6397, -1.5966, -0.0776], [0.0649, -0.6610, -0.2278], [1.5898, -0.7438, -1.1556], [-0.0767, 0.5932, 0.2153], [-1.5420, 1.0946, 1.2277], [0.6037, 1.3136, 0.0180]], "gap_ev": 10.1, "homo_ha": -0.3816, "e_lumo_ev": -0.30, "smiles": "O=C(Cl)NBr"}

Entry ii
{"formula": "CHBrClNO", "method": "wB97M-V/def2-TZVPD", "symbols": ["O", "N", "C", "Cl", "Br", "H"], "coordinates": [[-0.9140, 1.9133, 1.5590], [-1.1148, 0.8338, 1.1974], [-1.1413, -0.2394, 0.7032], [-1.7390, -1.7635, 0.3006], [2.0201, -0.8134, -1.5015], [2.8890, 0.0692, -2.2586]], "gap_ev": 9.9, "homo_ha": -0.3603, "e_lumo_ev": 0.14, "smiles": "[O-][N+]#CCl.Br"}

Entry iii
{"formula": "CHBrClNO", "method": "wB97M-V/def2-TZVPD", "symbols": ["C", "N", "O", "Cl", "Br", "H"], "coordinates": [[0.5920, 0.3462, -0.2028], [-0.4199, -0.4395, -0.0424], [-0.4483, -1.6492, -0.0799], [0.4568, 2.0815, -0.0354], [2.2030, -0.5905, -0.0486], [-2.3836, 0.2515, 0.4091]], "gap_ev": [9.4, 7.8], "homo_ha": [-0.3625, -0.3515], "e_lumo_ev": [-0.45, -1.81]}

Name the least stable of them. entry iii.

Entry i
{"formula": "C4H15N3O", "method": "wB97M-V/def2-TZVPD", "symbols": ["C", "C", "C", "N", "N", "C", "N", "H", "H", "H", "H", "H", "H", "H", "H", "H", "H", "H", "H", "H", "O", "H", "H"], "coordinates": [[-1.8733, -0.7084, 0.7397], [-0.4642, -0.2183, 0.4908], [-0.2181, 1.0766, 1.3779], [1.1253, 0.9273, 1.9368], [-0.4385, 0.1200, -0.9769], [-0.1098, -1.2098, -1.6538], [1.2424, -1.4577, -1.7083], [-1.8896, -1.1581, 1.7345], [-2.6854, 0.1211, 0.8424], [-2.2831, -1.3828, 0.0633], [0.2244, -1.0344, 0.7353], [-1.0218, 1.2430, 2.1790], [-0.2697, 1.8978, 0.6823], [1.7185, 1.7332, 1.7610], [1.0953, 0.5536, 2.8395], [-1.2566, 0.5495, -1.2672], [-0.4681, -1.2840, -2.7312], [-0.5875, -2.1037, -1.1521], [1.6848, -0.7850, -2.3165], [1.5096, -1.2278, -0.7994], [1.8687, 1.7535, -0.9800], [1.9674, 1.1651, -0.2977], [1.1292, 1.4293, -1.4996]], "gap_ev": 10.0, "homo_ha": -0.3322, "e_lumo_ev": 0.97, "smiles": "C[C@H](CN)NCN.O"}

Entry ii
{"formula": "C4H15N3O", "method": "wB97M-V/def2-TZVPD", "symbols": ["C", "N", "H", "H", "H", "C", "C", "N", "H", "H", "H", "H", "H", "H", "H", "C", "O", "N", "H", "H", "H", "H", "H"], "coordinates": [[-1.6128, -0.0677, -1.5704], [-1.6178, 1.0541, -0.9755], [-2.1006, -0.9010, -1.0741], [-1.2631, -0.2272, -2.5912], [-1.1812, 1.8251, -1.4784], [1.6718, -0.6152, -1.0528], [0.6851, -1.5032, -0.2957], [0.1708, -2.6538, -1.0281], [1.9487, 0.2313, -0.4260], [1.2300, -0.2363, -1.9784], [2.5822, -1.1621, -1.3152], [1.1954, -1.9056, 0.5848], [-0.1134, -0.8710, 0.2669], [-0.1944, -2.3725, -1.9323], [0.9209, -3.3089, -1.2265], [0.2121, 2.3056, 2.3471], [0.3838, 0.9740, 1.9154], [-0.8412, 0.3604, 1.5339], [-0.2721, 2.9221, 1.5782], [-0.3861, 2.3530, 3.2672], [1.2129, 2.6931, 2.5372], [-1.4170, 0.2601, 2.3723], [-1.2141, 0.8457, 0.5415]], "gap_ev": 9.0, "homo_ha": -0.3046, "e_lumo_ev": 0.72, "smiles": "C=N.CCN.CON"}

Entry iii
{"formula": "C4H15N3O", "method": "wB97M-V/def2-TZVPD", "symbols": ["N", "C", "C", "N", "C", "C", "N", "H", "H", "H", "H", "H", "H", "H", "H", "H", "H", "H", "H", "H", "H", "H", "O"], "coordinates": [[3.8749, 0.0221, -0.0802], [0.7182, -0.8609, -1.0668], [-0.0049, -1.2787, 0.1919], [-1.3438, -0.7967, 0.4629], [-1.4410, 0.5978, 0.6824], [-2.9246, 0.8938, 0.3365], [-3.3749, 0.1778, -0.8745], [0.8129, 0.2532, -1.0908], [4.7193, -0.4089, 0.3372], [1.6896, -1.3151, -0.8943], [0.2780, -1.3970, -1.8504], [-0.0394, -2.4102, 0.2123], [0.6283, -0.9403, 1.0959], [-1.7802, -0.9001, -0.5644], [-1.1847, 0.7872, 1.6854], [-0.8200, 1.3203, 0.1308], [-3.3369, -0.1528, 0.5771], [-3.2617, 1.7195, 0.9227], [-3.8451, 0.7922, -1.5607], [2.1067, 1.7974, 1.1358], [2.9425, 0.0760, 0.3642], [4.0741, 0.7848, -0.7067], [1.5129, 1.2386, 0.5538]], "gap_ev": 3.6, "homo_ha": -0.2780, "e_lumo_ev": -3.98}

Entry iv
{"formula": "C4H15N3O", "method": "wB97M-V/def2-TZVPD", "symbols": ["C", "N", "C", "C", "N", "C", "N", "H", "H", "H", "H", "H", "H", "H", "H", "H", "H", "H", "H", "H", "O", "H", "H"], "coordinates": [[-0.3047, 0.6529, -2.7241], [0.0992, 0.4016, -1.3257], [-0.7008, 1.3311, -0.4763], [-0.1989, 1.0905, 1.0029], [-0.9702, 0.0315, 1.7137], [-0.2408, -1.2027, 1.8778], [-0.0809, -2.0598, 0.6560], [0.3679, 0.0463, -3.3409], [-1.3460, 0.5551, -3.0176], [-0.1478, 1.7405, -2.8529], [-0.3055, -0.4688, -0.9916], [-1.7014, 0.9084, -0.5880], [-0.7580, 2.3414, -0.8240], [0.8307, 0.7432, 0.8409], [-0.2966, 2.0574, 1.5259], [-1.8820, 0.0386, 1.2940], [0.7660, -0.9598, 2.2738], [-0.9741, -1.8489, 2.5118], [0.7928, -2.5544, 0.8317], [-0.8447, -2.6856, 0.5008], [2.9111, -0.2322, 0.5813], [3.0060, 0.5564, 0.0375], [1.9788, -0.4827, 0.4928]], "gap_ev": 9.8, "homo_ha": -0.3266, "e_lumo_ev": 0.94, "smiles": "CNCCNCN.O"}

Name the least stable of them. entry iii.